[1]
The following is a DFT calculation (ωB97M-V with the def2-TZVPD basis set) of a cluster of 3 separate species, C7H9F2NO8 in total.

## Properties
**Spin multiplicity**: 1
**HOMO-LUMO gap**: 9.42 eV
**SMILES**: O=C1OC[C@@H](F)O1.O=C1OC[C@@H](F)O1.C[N+](=O)[O-]
**ΔE to the lowest compared entry with this formula, charge and spin**: 33.7 kcal/mol

Atoms and positions in Å:
C  0.1064  6.1342  -9.7738
C  1.3880  5.9724  -10.5550
O  0.9523  6.1731  -11.9127
C  -0.2388  6.7553  -11.8824
O  -0.8014  7.2438  -12.8437
O  -0.7598  6.8144  -10.6639
F  1.7232  4.6309  -10.4044
H  0.3310  6.8641  -8.9960
H  -0.3454  5.2092  -9.4156
H  2.1977  6.6840  -10.3936
C  -3.9503  7.2821  -9.4736
C  -3.8574  8.5117  -8.5128
O  -5.2187  8.6406  -8.1710
C  -5.9897  8.2607  -9.2014
O  -7.1804  8.3798  -9.2904
O  -5.1999  7.6077  -10.1203
F  -3.3050  9.6045  -9.0635
H  -3.8385  6.3838  -8.8665
H  -3.2072  7.3244  -10.2699
H  -3.2498  8.3421  -7.6238
C  -0.2260  5.3210  -6.2612
N  -1.2207  6.0747  -7.0927
O  -2.0645  5.3724  -7.6981
O  -1.1490  7.3146  -6.9356
H  -0.4803  5.4172  -5.2057
H  0.8062  5.5836  -6.4928
H  -0.0492  4.3094  -6.6266



[2]
The following is a DFT calculation (ωB97M-V with the def2-TZVPD basis set) of a cluster of 11 separate species, H22O11 in total.

## Properties
**Spin multiplicity**: 1
**HOMO-LUMO gap**: 11.13 eV
**SMILES**: O.O.O.O.O.O.O.O.O.O.O
**ΔE to the lowest compared entry with this formula, charge and spin**: 68.2 kcal/mol

Atoms and positions in Å:
O  -3.0781  3.0848  1.1280
H  -2.7202  2.1940  1.1289
H  -2.7724  3.4724  1.9509
O  -0.2682  -2.2878  4.7156
H  -0.6088  -1.9950  3.8571
H  0.3746  -1.5959  4.8713
O  0.0110  1.0496  0.8378
H  0.4275  1.4482  1.6174
H  0.7492  0.5310  0.5525
O  2.0217  -0.6442  -0.6637
H  2.5612  -0.8019  -1.4272
H  1.2396  -1.0750  -1.0409
O  1.2586  3.2104  2.0131
H  0.5163  3.6214  1.5805
H  2.0542  3.6992  2.1929
O  -0.3960  0.5445  -5.5338
H  0.4514  0.6569  -5.1174
H  -0.8523  -0.2816  -5.6576
O  -0.7078  0.4702  -2.5856
H  -1.2462  0.7199  -3.3487
H  0.0271  1.0113  -2.7938
O  4.4260  0.7324  1.0276
H  3.7694  0.0837  1.2277
H  4.8877  0.7633  1.8729
O  -1.5776  -1.5023  1.7539
H  -1.4985  -2.3690  1.3613
H  -0.8043  -0.9478  1.7066
O  -4.0321  -1.0205  -2.6701
H  -3.9516  -1.8645  -2.2101
H  -3.8746  -0.4166  -1.9347
O  1.1652  -3.2316  0.0474
H  1.9651  -3.7437  0.0368
H  0.4828  -3.5161  -0.4967



[3]
The following is a DFT calculation (ωB97M-V with the def2-TZVPD basis set) of an isolated molecule of CH4N2O2S.

## Properties
**Spin multiplicity**: 1
**HOMO-LUMO gap**: 8.19 eV
**ΔE to the lowest compared entry with this formula, charge and spin**: 65.4 kcal/mol

Atoms and positions in Å:
C  -0.3634  -0.4200  -0.2533
N  0.5733  -1.5870  -0.3066
N  0.1248  0.8327  0.0268
O  -2.5037  0.8069  0.2179
O  1.3686  1.3264  -0.3542
S  -1.9907  -0.5992  -0.1517
H  1.5022  -1.4277  0.0624
H  0.1384  -2.3789  0.1836
H  -0.4909  1.6377  0.1210
H  1.6415  1.8091  0.4541



Question: Look up the ΔE to the lowest compared entry with this formula, charge and spin of the first one.
Answer: 33.7 kcal/mol



Question: Which value of ΔE to the lowest compared entry with this formula, charge and spin does entry 1 give?
Answer: 33.7 kcal/mol



Question: What is the formula in the second record?
Answer: H22O11